(1)
77
Properties=species:S:1:pos:R:3 method="wB97M-V/def2-TZVPD" homo_lumo_gap_ev=7.727
H 1.06 -5.49 1.00
Cl -0.17 -0.83 6.35
C 4.66 -1.07 2.29
Cl -3.00 1.77 -9.38
H -1.73 0.91 -4.29
C 0.01 -1.02 2.22
H -2.45 -0.51 0.42
H -4.52 0.29 -8.36
C -4.61 1.24 -8.89
C -0.01 0.79 5.66
C -6.26 -0.65 6.24
H -0.92 -0.19 -9.87
H 2.56 3.11 -2.90
H 1.61 0.31 0.32
Cl 0.55 2.40 -3.90
H -2.32 2.35 -3.43
H 4.99 -2.06 1.97
H 8.86 2.33 1.29
S 1.18 -2.21 2.27
Cl 6.00 -0.27 3.13
H -5.23 1.11 -9.77
H -1.42 -2.60 9.26
H -5.94 0.37 6.46
P -0.45 0.49 -1.02
Cl -4.28 0.24 2.55
H -6.26 -0.76 1.76
Cl 1.30 1.69 6.43
Cl -5.37 2.41 -7.81
C 1.90 -5.40 0.32
Cl -3.36 -3.50 8.28
Cl 1.40 -4.47 -1.10
B -1.34 -0.10 0.59
Cl -2.30 -2.09 -10.11
H 3.82 -1.17 2.98
C -5.23 -1.10 1.91
Cl 3.24 -4.61 1.16
Cl -5.11 -1.37 5.11
H -6.29 -1.24 7.15
Cl -7.89 -0.59 5.54
O -0.45 -0.90 -2.02
Cl 1.27 -5.04 4.95
C -1.77 -3.61 9.03
C -2.60 1.39 -3.85
H -5.21 -1.92 2.62
Cl 4.15 -0.15 0.88
H 3.05 -4.78 6.47
H 0.03 -1.69 -10.01
C 1.96 7.35 -7.44
Cl 8.64 2.06 3.62
Cl -3.81 1.65 -5.11
H 2.22 -6.39 0.00
H 1.02 7.05 -7.89
C -0.85 -1.23 -9.56
H -0.95 1.33 5.81
Cl 3.04 -2.74 5.28
Cl -3.23 0.36 -2.56
C 2.27 -4.12 6.08
H 7.30 2.93 1.89
Cl 3.26 6.37 -8.12
H 1.58 1.98 -0.49
C 1.74 3.61 -3.41
Cl -4.58 -1.67 0.37
H 1.99 0.44 -1.51
Cl -0.60 -4.38 7.95
H -1.36 -1.16 -2.29
Cl 9.02 4.53 2.11
C 8.37 2.88 2.08
Cl 2.22 9.07 -7.75
H 1.65 -3.76 6.89
Cl -0.70 -1.30 -7.80
N -0.73 -0.02 1.96
Cl 2.37 4.50 -4.80
C 1.37 0.86 -0.64
H 1.26 4.31 -2.73
H -1.84 -4.19 9.94
H 0.20 0.70 4.59
H 1.92 7.19 -6.36

=====

(2)
23
Properties=species:S:1:pos:R:3 method="wB97M-V/def2-TZVPD" smiles="C=CNC.O.O.O.O" homo_lumo_gap_ev=8.553
H 2.48 1.10 0.42
H 1.16 -0.14 2.31
O -1.37 -3.23 -1.82
H -1.50 -1.71 -2.66
H -0.54 2.39 -0.81
H 1.78 -2.66 0.13
H -1.20 -0.36 -3.31
O 1.77 -0.80 2.80
H 1.31 -1.02 3.57
O 2.32 -3.11 -0.59
C -1.93 2.45 0.82
H -0.50 -3.37 -1.51
H 1.39 1.08 -0.87
H -2.26 1.43 1.01
H -1.75 3.10 1.72
N -0.58 2.48 0.30
H 2.88 -2.35 -0.95
C 1.52 1.41 0.14
H -2.03 -3.37 -1.10
H -2.57 2.99 0.12
O -1.73 -0.71 -2.60
H 0.76 2.39 1.94
C 0.59 2.01 0.94

=====

(3)
50
Properties=species:S:1:pos:R:3 method="wB97M-V/def2-TZVPD" homo_lumo_gap_ev=4.546 charge=-1
H -5.44 2.45 -0.13
H -6.75 1.03 1.47
O 2.78 2.46 -2.28
C -3.66 0.77 2.88
N 1.50 1.31 -5.30
O 1.27 2.30 1.64
C -0.92 -0.64 1.68
C 2.25 -0.67 -2.34
O -2.08 -1.04 1.79
N 2.35 1.70 -3.13
C -0.49 0.75 1.85
N 1.95 -1.88 -2.80
H 1.44 -3.67 0.48
C -1.44 1.79 2.16
H 3.07 1.99 0.67
H 4.12 4.03 1.60
H -5.58 0.00 3.44
H 1.07 -3.88 2.22
H 0.96 -4.11 -2.48
O 0.07 -1.51 1.39
O 1.95 2.29 -4.44
C -4.95 1.98 0.72
H 0.20 -4.83 1.01
C -0.46 -2.83 1.13
C 1.55 -4.26 -3.39
C -5.68 1.19 1.62
C 1.59 0.13 -4.59
H 2.62 -0.48 -1.34
H 1.31 -5.21 -3.86
C 3.03 3.95 1.55
H 3.17 2.02 2.46
C -3.58 2.16 0.91
H -3.14 0.33 3.73
C 0.64 -3.85 1.21
H -1.23 -3.08 1.87
O 1.82 0.20 2.24
C -2.93 1.52 1.96
C 2.71 2.48 1.58
H 2.61 4.47 2.42
C 0.97 1.01 1.93
N 1.27 -1.08 -4.98
C 1.49 -2.03 -4.05
H 2.69 4.42 0.63
H -0.92 -2.83 0.13
O -1.12 2.90 2.59
C -5.03 0.60 2.72
O 1.21 -3.28 -4.41
H -2.98 2.79 0.24
H 2.62 -4.20 -3.13
C 2.11 0.37 -3.25

=====

(4)
57
Properties=species:S:1:pos:R:3 method="wB97M-V/def2-TZVPD" homo_lumo_gap_ev=2.613 charge=-2
C -16.49 -7.18 16.58
C -22.92 -3.11 19.63
O -17.93 0.11 21.09
C -22.19 -2.15 27.02
C -24.26 -3.21 20.44
C -17.71 -8.48 18.39
O -16.09 0.91 20.25
C -18.69 -7.83 25.94
H -25.15 -3.12 19.81
H -21.68 -1.44 27.68
H -17.71 -8.58 19.48
H -17.47 -5.53 17.87
H -22.16 -2.62 24.93
H -23.67 -4.57 18.24
H -18.79 -8.56 23.91
H -16.63 -10.08 24.23
O -14.32 -3.10 22.27
H -22.00 -3.19 27.29
Sr -18.09 -3.55 22.22
C -22.29 -0.52 25.13
H -19.05 -8.64 26.57
H -17.54 -9.43 17.89
H -16.70 -9.44 26.01
C -23.05 -3.68 18.19
H -23.62 -3.00 17.56
H -22.55 -4.71 20.41
H -16.44 -7.76 23.76
C -21.72 -1.87 25.58
O -14.97 -2.23 24.06
O -17.43 -6.16 18.59
O -20.29 -1.90 25.48
H -21.78 0.39 25.44
H -17.90 -10.46 25.44
C -14.14 -2.39 23.19
H -19.41 -7.07 25.64
C -17.20 -9.70 25.08
C -18.04 -8.49 24.69
C -17.15 0.24 20.12
H -22.07 -0.36 24.07
C -16.78 -7.36 18.11
H -16.50 -8.21 16.22
H -24.51 -4.07 21.06
O -13.50 -1.33 22.91
H -18.65 -8.06 18.05
H -23.27 -2.08 26.89
H -22.60 -2.07 19.58
O -17.27 -7.38 24.07
O -16.90 -0.86 19.60
H -15.53 -6.68 16.46
O -21.97 -3.96 20.32
H -17.36 -6.67 16.18
H -15.79 -7.46 18.55
H -23.36 -0.33 25.24
H -20.04 -1.09 25.94
H -17.89 -7.23 26.39
H -22.14 -4.12 17.78
H -24.35 -2.35 21.11